Entry 1:
Below is a single C5H7N molecule at a distorted geometry, with properties calculated with ωB97M-V/def2-TZVPD.

Values from the calculation:
* lowest unoccupied orbital energy: 0.2583 eV
* multiplicity: 1
* ΔE to the lowest compared entry with this formula, charge and spin: 478.7 kJ/mol
* HOMO-LUMO gap: 0.260 Eh

Geometry as XYZ:
```
13
Properties=species:S:1:pos:R:3:forces:R:3
C -1.035443 0.839462 1.409807 -0.9 -1.9 -1.9
C 0.256758 0.965452 1.408420 4.4 0.7 -1.5
C -1.738250 0.070899 0.409120 1.4 0.2 0.2
C 0.214263 -0.473680 -0.679466 0.8 -0.3 -0.3
C 1.255445 -0.967840 -1.518223 3.4 1.8 -0.1
N -0.967407 -0.502557 -0.562540 -3.0 1.1 2.6
H -1.536924 1.097706 2.257387 -1.9 1.3 1.9
H 1.076337 1.676703 1.725300 -1.6 -1.0 0.2
H -2.770737 -0.052326 0.501711 -1.2 -0.4 -0.4
H 0.654692 0.412281 0.479084 0.7 0.2 0.4
H 2.079311 -0.168110 -1.637915 -1.2 -1.2 0.0
H 0.719759 -0.992132 -2.425173 -0.2 -0.3 -1.6
H 1.792194 -1.905857 -1.367512 -0.5 -0.1 0.6
```
Forces are in eV/Å.

***

Entry 2:
Below is 2 unconnected molecules or ions with the total composition C5H7N, with properties calculated with ωB97M-V/def2-TZVPD.

Values from the calculation:
* SMILES string: CC=C=N.C#C
* lowest unoccupied orbital energy: 0.8578 eV
* multiplicity: 1
* ΔE to the lowest compared entry with this formula, charge and spin: 339.0 kJ/mol
* HOMO-LUMO gap: 0.365 Eh

Geometry as XYZ:
```
13
Properties=species:S:1:pos:R:3:forces:R:3
C 2.649140 0.471034 -0.302566 0.1 0.0 -0.1
C 1.611603 -0.031706 0.668442 -0.2 -0.1 0.0
C 0.612464 -0.809260 0.334398 -0.2 -0.1 0.0
N -0.384452 -1.457432 0.004849 0.5 0.2 0.2
H 3.637306 0.056603 -0.072221 -0.1 0.1 0.0
H 2.397306 0.198360 -1.330918 0.0 0.0 0.2
H 2.727047 1.562255 -0.251597 0.0 -0.2 0.0
H 1.685552 0.247717 1.716361 0.0 -0.1 -0.1
H -0.256690 -2.469500 0.039492 0.0 0.1 0.0
C -4.180136 0.923250 -0.208972 0.4 -0.3 0.0
C -3.189138 0.240283 -0.205454 -0.4 0.3 0.0
H -5.060230 1.528113 -0.211259 0.2 -0.1 0.0
H -2.299112 -0.365208 -0.201183 -0.2 0.1 0.0
```
Forces are in eV/Å.

***

Entry 3:
Below is a single C5H7N molecule at a distorted geometry, with properties calculated with ωB97M-V/def2-TZVPD.

Values from the calculation:
* SMILES string: [H]/N=C1/C=C(C)C1
* lowest unoccupied orbital energy: 0.8104 eV
* multiplicity: 1
* ΔE to the lowest compared entry with this formula, charge and spin: 280.2 kJ/mol
* HOMO-LUMO gap: 0.369 Eh

Geometry as XYZ:
```
13
Properties=species:S:1:pos:R:3:forces:R:3
H 1.653919 0.886590 -3.191026 0.0 -0.3 -0.1
N 1.416544 1.437699 -2.373527 0.5 -0.7 -0.6
C 0.945601 0.778203 -1.407778 -0.8 0.5 0.3
C 0.467848 1.424610 -0.218822 -2.0 -2.9 1.5
C -0.183183 0.332648 0.267930 1.2 -1.3 -0.5
C -0.802184 -0.276181 1.485037 0.3 -2.8 -1.8
C 0.312265 -0.582892 -0.828136 1.2 4.5 -0.3
H 0.475496 2.360236 0.159976 0.4 3.1 0.9
H -1.557679 -1.117162 1.320617 1.0 1.0 -0.7
H -1.362505 0.393219 1.971372 -1.6 2.7 2.6
H -0.047891 -0.795439 2.091628 0.0 0.6 0.0
H 1.038814 -1.207569 -0.527173 2.5 -2.5 1.1
H -0.330426 -1.002948 -1.464836 -2.8 -1.9 -2.3
```
Forces are in eV/Å.

***

Entry 4:
Below is a single C5H7N molecule at a distorted geometry, with properties calculated with ωB97M-V/def2-TZVPD.

Values from the calculation:
* SMILES string: C=CN1C=C1C
* lowest unoccupied orbital energy: 0.9008 eV
* multiplicity: 1
* ΔE to the lowest compared entry with this formula, charge and spin: 503.9 kJ/mol
* HOMO-LUMO gap: 0.319 Eh

Geometry as XYZ:
```
13
Properties=species:S:1:pos:R:3:forces:R:3
C 2.280377 -0.316349 0.059798 0.9 0.8 1.0
C 1.584334 0.814134 0.016091 0.0 1.3 0.1
N 0.333393 1.032210 -0.653169 -0.3 0.3 0.0
C -0.701384 1.823266 0.123577 1.6 -1.4 0.2
C -1.035529 0.598939 -0.121171 0.4 0.9 -0.4
C -2.038785 -0.459697 -0.278101 -1.4 -2.2 0.1
H 3.298876 -0.153450 0.426066 -0.3 -0.6 -0.1
H 1.946591 -1.325471 -0.093584 -0.3 -0.1 -0.4
H 2.150137 1.798686 0.374919 -1.5 -2.0 -1.0
H -0.341178 2.623396 0.735169 -1.0 0.6 0.1
H -1.583233 -1.539198 -0.192463 -0.7 2.2 0.0
H -2.648071 -0.488747 -1.283532 1.5 0.5 1.7
H -2.806069 -0.314344 0.562606 1.0 -0.4 -1.2
```
Forces are in eV/Å.

***

Entry 5:
Below is a single C5H7N molecule at a distorted geometry, with properties calculated with ωB97M-V/def2-TZVPD.

Values from the calculation:
* lowest unoccupied orbital energy (spin up / spin down): 0.8536 / 0.8778 eV
* multiplicity: 1
* ΔE to the lowest compared entry with this formula, charge and spin: 393.2 kJ/mol
* HOMO-LUMO gap (spin up / spin down): 0.285 / 0.301 Eh

Geometry as XYZ:
```
13
Properties=species:S:1:pos:R:3:forces:R:3
C 0.962139 0.714458 0.857404 -0.1 0.2 0.1
C -0.472763 0.467979 1.309493 -0.2 0.2 0.3
C 0.768812 0.702264 -0.627021 0.7 0.1 0.3
N -0.364694 0.010343 -0.858472 -0.6 -0.1 0.1
C -0.365495 -1.199579 -1.448070 0.3 -0.7 -1.1
C -1.208241 0.081846 0.278197 0.0 0.5 0.4
H 1.604570 -0.160140 1.125878 -0.3 0.3 0.1
H 1.450349 1.585217 1.301401 -0.2 0.1 -0.2
H -0.847540 0.592122 2.310309 0.1 0.0 0.2
H 1.508428 0.855090 -1.400180 -0.1 -0.4 0.1
H 0.501140 -1.799694 -1.222622 0.1 -0.2 -0.6
H -1.296947 -1.635259 -1.775616 0.0 0.0 0.0
H -2.239756 -0.214647 0.149298 0.1 0.0 0.3
```
Forces are in eV/Å.

***

Entry 6:
Below is a single C5H7N molecule at a distorted geometry, with properties calculated with ωB97M-V/def2-TZVPD.

Values from the calculation:
* SMILES string: Cc1cc[nH]c1
* lowest unoccupied orbital energy: 1.0681 eV
* multiplicity: 1
* ΔE to the lowest compared entry with this formula, charge and spin: 136.1 kJ/mol
* HOMO-LUMO gap: 0.336 Eh

Geometry as XYZ:
```
13
Properties=species:S:1:pos:R:3:forces:R:3
C 1.922383 0.083396 0.121864 0.2 0.1 0.0
C 0.436971 0.086498 -0.057289 0.0 0.0 -0.1
C -0.457093 1.144052 0.254863 0.0 -0.3 0.3
C -1.756284 0.673407 0.062016 0.1 -1.3 0.5
N -1.616351 -0.618674 -0.410282 0.4 -0.4 -0.6
C -0.326794 -0.996475 -0.444779 0.2 0.0 -0.4
H 2.205234 0.798821 0.899422 0.1 -0.1 -0.1
H 2.268261 -0.906731 0.440651 0.0 0.2 -0.1
H 2.460558 0.348406 -0.793713 0.0 0.0 0.1
H -0.131878 2.122638 0.604501 -0.3 -0.4 0.2
H -2.532183 0.388103 0.775243 -0.9 2.5 0.1
H -2.412977 -1.107455 -0.778883 0.1 -0.4 0.3
H -0.059841 -2.015982 -0.673615 0.2 0.1 -0.3
```
Forces are in eV/Å.

***

Entry 7:
Below is a single C5H7N molecule, with properties calculated with ωB97M-V/def2-TZVPD.

Values from the calculation:
* SMILES string: Cc1ccc[nH]1
* lowest unoccupied orbital energy: 1.0618 eV
* multiplicity: 1
* ΔE to the lowest compared entry with this formula, charge and spin: 6.1 kJ/mol
* HOMO-LUMO gap: 0.333 Eh

Geometry as XYZ:
```
13
Properties=species:S:1:pos:R:3:forces:R:3
C 1.929173 -0.021368 -0.096650 0.1 0.0 0.0
C 0.437270 0.063625 -0.070046 0.0 0.1 0.0
C -0.397972 1.151034 0.016823 0.1 0.0 0.0
C -1.734978 0.664189 0.085229 -0.1 0.0 0.1
C -1.673275 -0.702666 0.066745 -0.1 0.1 0.1
N -0.351252 -1.060956 -0.041577 0.1 0.0 0.0
H 2.296275 -0.687849 0.693543 0.0 0.1 -0.1
H 2.322485 -0.384797 -1.054085 -0.1 0.0 0.1
H 2.352290 0.970577 0.083978 -0.1 -0.2 -0.1
H -0.079013 2.184127 0.097989 0.0 -0.2 -0.2
H -2.642944 1.247136 0.153519 0.1 -0.1 0.1
H -2.441806 -1.428693 0.286714 0.1 0.0 -0.4
H -0.016248 -1.994358 -0.222188 -0.1 0.1 0.2
```
Forces are in eV/Å.

***

Entry 8:
Below is a single C5H7N molecule, with properties calculated with ωB97M-V/def2-TZVPD.

Values from the calculation:
* lowest unoccupied orbital energy: 0.6508 eV
* multiplicity: 1
* ΔE to the lowest compared entry with this formula, charge and spin: 462.4 kJ/mol
* HOMO-LUMO gap: 0.317 Eh

Geometry as XYZ:
```
13
Properties=species:S:1:pos:R:3:forces:R:3
C 1.733613 0.050411 0.121415 0.1 0.0 0.0
C 0.236948 -0.023450 -0.026037 -0.1 0.1 0.0
C -0.407928 -1.303293 -0.338460 -0.1 0.1 0.0
N -1.676248 -1.441336 -0.377307 0.3 -0.2 0.0
C -1.663732 1.806548 0.005186 0.4 -0.2 0.1
C -0.594158 1.012867 0.123279 -0.3 -0.1 -0.1
H 2.085117 -0.537582 0.978446 -0.1 0.1 -0.1
H 2.236524 -0.340270 -0.771795 -0.1 0.1 0.1
H 2.073761 1.080500 0.266800 -0.1 -0.2 0.0
H 0.295867 -2.124734 -0.540593 -0.1 0.1 0.0
H -1.922086 -2.395647 -0.637240 0.0 0.1 0.0
H -2.144908 2.064694 0.959382 0.1 0.0 -0.1
H -0.252766 2.151298 0.236918 0.0 0.2 0.0
```
Forces are in eV/Å.

***

Entry 9:
Below is 2 unconnected molecules or ions with the total composition C5H7N at a distorted geometry, with properties calculated with ωB97M-V/def2-TZVPD.

Values from the calculation:
* lowest unoccupied orbital energy (spin up / spin down): 0.4195 / 0.4195 eV
* multiplicity: 1
* ΔE to the lowest compared entry with this formula, charge and spin: 611.2 kJ/mol
* HOMO-LUMO gap (spin up / spin down): 0.321 / 0.321 Eh

Geometry as XYZ:
```
13
Properties=species:S:1:pos:R:3:forces:R:3
C 0.770002 -0.025618 0.016223 1.2 1.5 1.0
C -3.170603 -0.213138 0.011122 -2.6 -0.4 -0.1
C -0.408068 -0.530935 -0.051822 -3.6 -0.1 -0.5
C 2.221352 -0.352451 0.009007 -0.1 0.2 2.1
C 1.756168 1.107416 0.078859 0.7 0.5 -2.0
N -2.287455 0.615262 0.217345 4.6 -1.1 -0.6
H -4.186083 0.258888 -0.044336 0.4 -0.4 0.2
H -3.216811 -1.311032 -0.092118 0.7 0.2 -0.2
H -0.716438 -1.562433 -0.429090 0.2 1.5 1.0
H 2.646068 -0.555010 1.079063 -0.7 -0.6 -2.4
H 2.526023 -0.859039 -0.898498 0.7 0.2 0.3
H 1.956059 1.753636 -0.837488 -0.9 -1.1 1.0
H 2.109782 1.674450 0.941737 -0.7 -0.5 0.2
```
Forces are in eV/Å.

***

Entry 10:
Below is a single C5H7N molecule at a distorted geometry, with properties calculated with ωB97M-V/def2-TZVPD.

Values from the calculation:
* lowest unoccupied orbital energy: 0.8645 eV
* multiplicity: 1
* ΔE to the lowest compared entry with this formula, charge and spin: 429.8 kJ/mol
* HOMO-LUMO gap: 0.289 Eh

Geometry as XYZ:
```
13
Properties=species:S:1:pos:R:3:forces:R:3
C -1.179860 0.088259 -0.547244 -0.2 1.5 0.7
C -0.217118 1.380757 0.725157 -0.3 -1.3 -0.9
C 0.763788 -1.129324 0.656044 0.1 -0.2 0.0
C 1.363125 -0.424708 -0.512309 0.1 -0.2 -0.1
C 0.076727 0.087265 0.087030 0.6 0.2 0.5
N -2.299923 0.374310 -0.955456 -0.1 -0.1 0.0
H -0.042095 2.293261 0.191807 0.1 0.2 -0.2
H -0.776699 1.409145 1.638420 -0.2 -0.1 0.2
H 0.295721 -2.089730 0.506808 -0.1 0.0 -0.1
H 1.227357 -1.002640 1.623816 0.0 0.1 0.0
H 2.241958 0.179577 -0.347985 -0.1 0.1 0.1
H 1.316930 -0.891456 -1.484966 -0.1 -0.1 0.0
H -2.769910 -0.274716 -1.581121 0.2 -0.3 -0.1
```
Forces are in eV/Å.

***

Entry 11:
Below is a single C5H7N molecule at a distorted geometry, with properties calculated with ωB97M-V/def2-TZVPD.

Values from the calculation:
* SMILES string: Cc1ccc[nH]1
* lowest unoccupied orbital energy: 1.0301 eV
* multiplicity: 1
* ΔE to the lowest compared entry with this formula, charge and spin: 88.4 kJ/mol
* HOMO-LUMO gap: 0.319 Eh

Geometry as XYZ:
```
13
Properties=species:S:1:pos:R:3:forces:R:3
C -0.248361 -1.560629 1.109289 -2.5 -0.2 -1.4
C 0.064076 -0.383113 0.284078 1.5 0.8 0.0
C 0.708260 -0.319321 -0.923954 0.3 0.1 0.3
C 0.621122 1.031060 -1.364610 -0.2 0.3 -0.2
C -0.124820 1.721694 -0.449355 -0.1 0.2 -0.3
N -0.519266 0.836906 0.528527 0.6 -0.1 0.2
H -0.374314 -1.453338 2.201273 -0.1 0.2 -0.7
H -1.227562 -1.526859 0.470417 0.4 -1.9 2.3
H 0.294299 -2.483128 0.875286 0.0 0.5 -0.1
H 1.181789 -1.154894 -1.428137 0.0 0.2 0.2
H 1.058392 1.442068 -2.261828 -0.1 0.0 0.1
H -0.430726 2.755870 -0.417605 0.0 -0.1 0.0
H -1.002889 1.093684 1.376619 0.2 -0.1 -0.2
```
Forces are in eV/Å.

***

Entry 12:
Below is 2 unconnected molecules or ions with the total composition C5H7N, with properties calculated with ωB97M-V/def2-TZVPD.

Values from the calculation:
* SMILES string: CC=C=N.C#C
* lowest unoccupied orbital energy: 0.9989 eV
* multiplicity: 1
* ΔE to the lowest compared entry with this formula, charge and spin: 355.0 kJ/mol
* HOMO-LUMO gap: 0.360 Eh

Geometry as XYZ:
```
13
Properties=species:S:1:pos:R:3:forces:R:3
C -0.005401 -2.244345 -0.735782 0.0 -0.2 -0.1
C 0.074661 -0.951030 0.045860 -0.2 0.2 0.0
C -0.838159 -0.047430 -0.200571 -0.3 0.1 -0.1
N -1.705765 0.745339 -0.573941 0.4 -0.4 0.2
H -0.824960 -2.867143 -0.359709 0.2 0.0 -0.1
H -0.197415 -2.046988 -1.795292 0.1 -0.1 0.1
H 0.919858 -2.816976 -0.655191 -0.1 0.1 0.0
H 0.795762 -0.803157 0.843808 -0.2 0.0 -0.1
H -2.604009 0.578174 -0.119502 0.0 0.1 0.1
C 1.663008 2.561698 1.083608 -0.5 0.1 -0.1
C 0.525504 2.680089 0.710569 0.5 0.0 0.1
H 2.675850 2.470515 1.408295 -0.2 0.0 0.0
H -0.478936 2.741254 0.347850 0.2 0.0 0.1
```
Forces are in eV/Å.